Version one
This record from the Open Molecules 2025 dataset describes the molecule C3H2N2. The level of theory is the ωB97M-V functional and the def2-TZVPD basis.

Positions of all 7 atoms, in Å:
1 C -0.96837 -0.55721 -0.02844
2 C -0.63798 0.66198 0.12771
3 C 1.30159 -1.13921 0.09788
4 N 1.46753 0.04614 0.01020
5 N 0.61018 1.04500 -0.03049
6 H -0.36293 -1.50678 -0.08188
7 H -1.41004 1.45009 -0.09497

Computed properties:
M: 66.1 g mol⁻¹
Charge: 0

Version two
This record from the Open Molecules 2025 dataset describes a cluster of 2 separate species, C3H2N2 in total. The level of theory is the ωB97M-V functional and the def2-TZVPD basis.

Positions of all 7 atoms, in Å:
1 C -1.67281 0.21546 -0.06031
2 C 2.05412 0.42050 0.39278
3 C -1.38114 -0.90575 -0.58643
4 N -1.95305 1.26279 0.44783
5 N 2.31509 1.13829 -0.44948
6 H 1.84526 -0.24826 1.18507
7 H -1.20747 -1.88302 -0.92946

Computed properties:
M: 66.1 g mol⁻¹
Charge: 0

Version three
This record from the Open Molecules 2025 dataset describes a structure of composition C3H2N2. The level of theory is the ωB97M-V functional and the def2-TZVPD basis.

Positions of all 7 atoms, in Å:
1 C -0.28680 -0.21650 0.72998
2 C 0.93798 -0.09369 0.26141
3 C -1.71938 0.56060 -1.10154
4 N -0.53928 0.67167 -0.95961
5 N 0.77722 0.62591 -0.87911
6 H -0.92035 -1.00460 1.14907
7 H 1.75061 -0.54338 0.79979

Computed properties:
M: 66.1 g mol⁻¹
Charge: 0

Stability check: which of them is least stable? version one.

Version one
This record from the Open Molecules 2025 dataset describes the ion C5H10N5 with charge +1. The level of theory is the ωB97M-V functional and the def2-TZVPD basis.

Positions of all 20 atoms, in Å:
1 H -1.17149 -3.37088 -2.50948
2 N -0.94477 -3.25589 -1.52676
3 C -0.48051 -2.38906 -0.80097
4 N -0.63593 -2.62106 0.69420
5 N -0.45882 -1.79337 1.47652
6 N 0.19377 -1.16646 -0.93741
7 N 0.13452 -0.34338 0.22932
8 C -0.55525 0.87682 0.25613
9 C -1.42103 1.30320 1.41426
10 C 0.93574 0.85179 0.41876
11 C 1.92911 1.40940 -0.53800
12 H 0.32208 -0.83066 -1.88963
13 H -0.92339 1.14507 -0.80458
14 H -2.28599 1.78413 0.93349
15 H -0.82379 2.10132 2.03437
16 H -1.66415 0.52090 2.03044
17 H 1.33340 0.79155 1.48364
18 H 1.73317 1.30166 -1.59426
19 H 2.99808 1.20588 -0.15386
20 H 1.78524 2.47903 -0.21619

Computed properties:
M: 140.2 g mol⁻¹
SMILES string: [H]/N=C(/[N+]#N)NN1[C@@H](C)[C@@H]1C
Charge: +1

Version two
This record from the Open Molecules 2025 dataset describes a cluster of 2 separate species, C5H10N5 in total. The level of theory is the ωB97M-V functional and the def2-TZVPD basis.

Positions of all 20 atoms, in Å:
1 C -0.68294 1.04988 -0.53365
2 C -2.28773 -0.66317 0.37471
3 C 3.44725 -1.04212 0.46598
4 C 2.89166 0.10084 0.06570
5 C -1.55938 0.60009 0.58559
6 N -0.36106 0.20485 -1.48756
7 N -3.26237 -1.02929 1.01047
8 N -1.67066 -1.43937 -0.67773
9 N -0.07875 2.21936 -0.46460
10 N -0.79611 -1.00946 -1.53189
11 H 3.86296 -1.25318 1.48170
12 H 3.75052 -1.80707 -0.31190
13 H 2.84082 0.94169 0.62237
14 H -0.98845 0.36552 1.54106
15 H -2.13430 1.50431 0.79327
16 H -3.67622 -1.98273 0.96993
17 H -2.12890 -2.33617 -0.77393
18 H -0.31173 2.96198 0.19818
19 H 0.48047 2.40104 -1.32728
20 H 2.66489 0.21301 -1.00040

Computed properties:
M: 140.2 g mol⁻¹
Charge: +1

Version three
This record from the Open Molecules 2025 dataset describes the ion C5H10N5 with charge +1. The level of theory is the ωB97M-V functional and the def2-TZVPD basis.

Positions of all 20 atoms, in Å:
1 H -1.90649 -2.74656 -0.03119
2 N -1.31538 -2.20329 -0.67529
3 C -1.33638 -0.93879 -0.32281
4 C -2.21515 -0.52887 0.93245
5 C -0.47720 0.03879 -1.23331
6 N 0.83436 0.32714 -0.58397
7 N 1.95319 -0.13983 -1.17925
8 C 3.04105 0.29891 -0.36280
9 N 2.63075 1.02002 0.79694
10 C 1.20132 1.02035 0.60039
11 N 0.31109 1.62295 1.41703
12 H -1.65636 -0.00417 1.76277
13 H -3.07618 0.12576 0.55850
14 H -2.70606 -1.44630 1.41123
15 H -1.03495 0.96849 -1.58200
16 H -0.23225 -0.54031 -2.19199
17 H 1.99721 -0.65987 -2.06442
18 H 4.10473 0.06630 -0.65739
19 H -0.26408 2.37076 1.00354
20 H 0.12320 1.35419 2.38510

Computed properties:
M: 140.2 g mol⁻¹
SMILES string: [H]/N=C(\C)Cn1[nH]cnc1=[NH2+]
Charge: +1

Stability check: which of them is least stable? version one.

Version one
This record from the Open Molecules 2025 dataset describes the molecule C6H10O. The level of theory is the ωB97M-V functional and the def2-TZVPD basis.

Positions of all 17 atoms, in Å:
1 C -1.75129 -0.77136 0.57557
2 C -0.26075 -0.97865 0.14372
3 C 0.14300 -0.65167 -1.24898
4 C 0.56852 0.24809 -0.10261
5 C 0.06134 1.65781 0.04375
6 C 2.03974 0.03207 0.32771
7 O 2.68400 -0.97066 0.15904
8 H -2.26678 -1.72304 0.46258
9 H -2.25708 -0.03681 -0.04460
10 H -1.80217 -0.46047 1.61712
11 H 0.21930 -1.80624 0.65143
12 H 0.91959 -1.23950 -1.71675
13 H -0.60703 -0.27106 -1.92684
14 H -0.90281 1.78031 -0.44182
15 H -0.04322 1.92245 1.09521
16 H 0.76002 2.35308 -0.42031
17 H 2.49562 0.91567 0.82579

Computed properties:
M: 98.1 g mol⁻¹
SMILES string: C[C@H]1C[C@]1(C)C=O
Charge: 0

Version two
This record from the Open Molecules 2025 dataset describes a cluster of 2 separate species, C6H10O in total. The level of theory is the ωB97M-V functional and the def2-TZVPD basis.

Positions of all 17 atoms, in Å:
1 C 1.51896 1.26530 1.21576
2 C 2.39958 0.27803 1.04734
3 C 1.95316 -1.11573 0.80031
4 O 0.79395 -1.45003 0.67153
5 H 1.83335 2.28972 1.39624
6 H 0.45129 1.06067 1.17326
7 H 3.47167 0.45782 1.08791
8 H 2.76031 -1.87314 0.73301
9 C -1.14335 0.46576 -1.27149
10 C -1.92922 -0.81126 -1.33284
11 C -1.99439 0.04945 -0.10463
12 H -0.06464 0.38740 -1.16415
13 H -1.47852 1.30316 -1.87777
14 H -2.80021 -0.84716 -1.98177
15 H -1.37756 -1.74379 -1.25861
16 H -2.90839 0.60558 0.08563
17 H -1.48597 -0.32179 0.78028

Computed properties:
M: 98.1 g mol⁻¹
SMILES string: C=CC=O.C1CC1
Charge: 0

Stability check: which of them is least stable? version two.

Version one
This record from the Open Molecules 2025 dataset describes the molecule C6H10O. The level of theory is the ωB97M-V functional and the def2-TZVPD basis.

Positions of all 17 atoms, in Å:
1 C -2.06070 -0.55971 -0.43056
2 C -1.17464 0.67706 -0.24733
3 C 0.51638 1.58261 0.56625
4 C 0.27046 0.50005 -0.38576
5 C 0.66539 -0.81704 0.28462
6 C 2.16825 -0.82084 0.26147
7 O 2.78823 -1.07757 -0.74300
8 H -1.98269 -1.38189 0.28605
9 H -1.77112 -1.02687 -1.39663
10 H -3.11914 -0.29236 -0.52496
11 H -1.67887 1.61842 -0.33239
12 H 0.97707 2.49252 0.17242
13 H 0.49821 1.50343 1.63900
14 H 0.71857 0.57965 -1.37671
15 H 0.25182 -1.65936 -0.26683
16 H 0.25471 -0.82564 1.30136
17 H 2.67808 -0.49248 1.19301

Computed properties:
M: 98.1 g mol⁻¹
Charge: 0

Version two
This record from the Open Molecules 2025 dataset describes the molecule C6H10O. The level of theory is the ωB97M-V functional and the def2-TZVPD basis.

Positions of all 17 atoms, in Å:
1 C -1.83917 0.03064 1.16200
2 C -1.79151 1.12073 0.25681
3 C -0.88270 -1.02707 0.09149
4 C 0.68308 -1.08577 0.09859
5 C 1.55741 -0.59594 -1.11860
6 C 1.69170 0.66860 -0.25731
7 O 1.09744 0.04157 0.87957
8 H -1.30064 0.18024 2.10198
9 H -2.81560 -0.44164 1.30049
10 H -2.60594 1.30450 -0.45071
11 H -1.07416 1.92951 0.37048
12 H -1.22353 -0.98878 -0.94025
13 H 1.10064 -2.04384 0.49787
14 H 2.52509 -1.10424 -1.26449
15 H 1.07204 -0.48338 -2.09254
16 H 2.70027 0.98013 0.00850
17 H 1.10558 1.51473 -0.64388

Computed properties:
M: 98.1 g mol⁻¹
Charge: 0

Stability check: which of them is least stable? version two.

Version one
This record from the Open Molecules 2025 dataset describes the molecule C6H10O. The level of theory is the ωB97M-V functional and the def2-TZVPD basis.

Positions of all 17 atoms, in Å:
1 C 2.40654 0.04918 0.38703
2 C 0.93540 0.06953 0.03476
3 C 0.09682 -0.91098 0.39260
4 C -1.34549 -1.09499 0.00052
5 C -2.00288 0.09288 -0.69503
6 C 0.63872 1.24438 -0.82295
7 O 0.19105 2.25561 -0.11584
8 H 2.69312 0.94688 0.94871
9 H 3.01512 0.03121 -0.52378
10 H 2.64772 -0.82917 0.99164
11 H 0.52145 -1.73241 0.97222
12 H -1.92243 -1.37824 0.89063
13 H -1.39945 -1.97038 -0.66218
14 H -3.00078 -0.16662 -1.06167
15 H -2.11236 0.94321 -0.01330
16 H -1.40308 0.42797 -1.55125
17 H 0.04054 2.02194 0.82788

Computed properties:
M: 98.1 g mol⁻¹
Charge: 0

Version two
This record from the Open Molecules 2025 dataset describes the molecule C6H10O. The level of theory is the ωB97M-V functional and the def2-TZVPD basis.

Positions of all 17 atoms, in Å:
1 C 0.55013 -2.01325 -0.84750
2 C 0.68721 -1.07294 0.31357
3 C -0.01536 0.03287 0.56424
4 C 0.19915 0.83510 1.82404
5 C -1.03835 0.61540 -0.37877
6 C -0.41505 1.63777 -1.31958
7 O 0.71113 1.56505 -1.74467
8 H 0.47176 -3.04519 -0.48462
9 H -0.33202 -1.80733 -1.46072
10 H 1.42725 -1.96681 -1.50347
11 H 1.45591 -1.34547 1.03848
12 H -0.59712 0.62587 2.55133
13 H 1.15665 0.59905 2.29704
14 H 0.17389 1.91365 1.62512
15 H -1.86092 1.09525 0.16724
16 H -1.49936 -0.14808 -1.02045
17 H -1.07488 2.47905 -1.62128

Computed properties:
M: 98.1 g mol⁻¹
SMILES string: C/C=C(/C)CC=O
Charge: 0

Stability check: which of them is least stable? version one.

Version one
This record from the Open Molecules 2025 dataset describes the molecule C5H14N2O. The level of theory is the ωB97M-V functional and the def2-TZVPD basis.

Positions of all 22 atoms, in Å:
1 C 0.43025 2.97456 0.96688
2 C -0.10580 1.61244 1.27109
3 N -0.22014 0.86765 0.03432
4 C -0.21825 -0.55847 0.03016
5 C 1.12571 -1.09733 -0.39023
6 N 1.12984 -2.47842 -1.03887
7 C -1.35844 -1.03992 -0.89446
8 O -2.04534 -1.96326 -0.32770
9 H 0.03372 3.89926 1.38831
10 H 0.25697 3.18537 0.01078
11 H 1.49289 2.95934 1.42230
12 H 0.27680 1.04725 2.15390
13 H -1.14507 1.73734 1.76793
14 H 0.29265 1.29210 -0.70221
15 H -0.46180 -0.90613 0.95516
16 H 2.03554 -1.19503 0.39858
17 H 1.62609 -0.61978 -1.20140
18 H 0.64031 -2.31047 -2.03730
19 H 0.90160 -3.29781 -0.51659
20 H -1.02790 -1.11261 -1.97954
21 H -2.04506 -0.21226 -1.09244
22 H -1.61458 -2.78383 -0.21866

Computed properties:
M: 118.2 g mol⁻¹
SMILES string: CCN[C@H](CN)CO
Charge: 0

Version two
This record from the Open Molecules 2025 dataset describes a cluster of 2 separate species, C5H14N2O in total. The level of theory is the ωB97M-V functional and the def2-TZVPD basis.

Positions of all 22 atoms, in Å:
1 C -0.25411 2.25806 0.69706
2 C -2.17363 0.88489 1.60061
3 C 1.81299 -0.28113 -1.53289
4 C 0.49763 -2.39744 -0.91312
5 C -1.27117 1.22292 0.47490
6 N 1.14594 -0.66890 0.71336
7 N 0.79317 -0.93665 -0.58191
8 O -1.25571 0.57018 -0.55042
9 H 0.03738 2.82515 -0.16649
10 H 0.61447 1.77556 1.13657
11 H -0.64496 3.04221 1.56085
12 H -2.69423 1.91120 1.78339
13 H -1.67213 0.49582 2.41479
14 H -2.87404 0.12382 1.23748
15 H 1.25733 0.54918 -1.97906
16 H 2.64902 0.02322 -0.88266
17 H 2.05139 -1.09400 -2.27186
18 H 1.38340 -3.07146 -0.84517
19 H -0.32981 -2.82134 -0.25244
20 H 0.37438 -2.45167 -2.09082
21 H 0.67328 -1.45692 1.24265
22 H -0.12057 -0.50271 -0.79482

Computed properties:
M: 118.2 g mol⁻¹
Charge: 0

Version three
This record from the Open Molecules 2025 dataset describes a structure of composition C5H14N2O. The level of theory is the ωB97M-V functional and the def2-TZVPD basis.

Positions of all 22 atoms, in Å:
1 C -0.71219 -0.45914 -0.34867
2 C -0.83449 0.93302 0.18633
3 C 1.73785 1.27237 -0.19581
4 C -0.53178 -1.65689 0.55702
5 C -0.16387 -0.67604 -1.74329
6 N 0.58664 0.97873 0.63642
7 N 0.84105 0.67213 1.99962
8 O -2.43527 -0.54510 -0.78407
9 H -3.07383 -0.59699 -0.05804
10 H 1.59087 -0.01326 2.07824
11 H 1.15088 1.51201 2.49069
12 H -1.02719 1.65587 -0.60612
13 H -1.50682 1.00320 1.04212
14 H 2.39974 0.40368 -0.24991
15 H 2.29673 2.11341 0.22874
16 H 1.43435 1.57192 -1.19967
17 H -1.16710 -2.45581 0.16084
18 H -0.86267 -1.45538 1.57736
19 H 0.49725 -2.02410 0.56320
20 H 0.83119 -1.12362 -1.75224
21 H -0.88484 -1.34423 -2.23543
22 H -0.16650 0.23420 -2.34734

Computed properties:
M: 118.2 g mol⁻¹
Charge: 0

Stability check: which of them is least stable? version two.